Record 1
The following is a quantum chemistry calculation of a molecular structure, C31H41FN3O5RuS, from the OMol25 dataset.

Last column: Löwdin spin population.
Positions of all 83 atoms, in Å:
Ru -0.042 -0.031 0.510  2.419
O 1.926 -2.262 2.731  0.012
C 0.893 -1.654 2.644  0.013
O 0.146 -1.683 1.522  0.153
C 0.326 -0.863 3.813  0.002
C -1.178 -0.641 3.709  0.002
C -1.756 -0.093 5.011  0.001
C -1.271 1.376 4.984  0.001
C -0.472 1.395 3.686  0.002
O -1.236 0.518 2.824  0.051
C 0.845 0.611 3.870  0.004
C 1.812 0.991 2.778  0.007
O 2.931 1.394 3.007  -0.003
O 1.313 0.975 1.554  0.059
H 0.609 -1.404 4.715  0.000
H -1.711 -1.476 3.275  0.000
H -1.404 -0.651 5.877  0.000
H -2.843 -0.151 4.991  0.000
H -0.652 1.643 5.839  0.000
H -2.105 2.074 4.938  0.000
H -0.362 2.365 3.207  0.000
H 1.322 0.832 4.821  0.001
C -1.333 2.440 -0.680  0.027
C -1.962 1.770 -1.902  0.004
C -2.406 2.866 -2.868  0.001
C -1.089 0.707 -2.558  0.031
C -0.480 0.906 -3.789  -0.001
C 0.235 -0.115 -4.401  0.026
C 0.352 -1.357 -3.801  -0.002
C -0.223 -1.612 -2.561  0.027
C -0.082 -2.966 -1.885  0.004
C 1.275 -3.620 -2.150  0.001
C -1.197 -3.923 -2.322  0.003
C -0.925 -0.557 -1.966  0.039
N -1.528 -0.773 -0.671  0.394
C -2.826 -1.157 -0.687  0.036
C -3.545 -1.370 -1.900  0.100
C -4.861 -1.755 -1.892  -0.002
C -5.534 -1.950 -0.681  0.154
C -4.876 -1.745 0.522  -0.016
C -3.560 -1.354 0.504  0.120
F -2.943 -1.139 1.659  0.038
H -2.075 3.002 -0.113  0.001
H -0.520 3.111 -0.953  0.001
H -0.904 1.737 0.061  0.011
H -2.871 1.266 -1.560  0.001
H -1.561 3.471 -3.204  0.000
H -3.108 3.536 -2.370  0.000
H -2.901 2.452 -3.746  0.000
H -0.577 1.858 -4.293  0.000
H 0.699 0.061 -5.363  0.001
H 0.915 -2.137 -4.297  0.000
H -0.165 -2.813 -0.806  0.001
H 1.348 -3.990 -3.175  0.000
H 1.396 -4.478 -1.489  0.000
H 2.102 -2.935 -1.968  0.001
H -1.167 -4.073 -3.404  0.000
H -2.191 -3.562 -2.060  0.001
H -1.060 -4.894 -1.845  0.000
H -3.031 -1.230 -2.840  0.004
H -5.377 -1.912 -2.828  -0.003
H -6.571 -2.258 -0.679  0.008
H -5.368 -1.879 1.475  -0.003
C 5.335 1.264 0.714  0.003
N 4.143 0.472 0.427  0.028
C 4.153 -0.859 1.036  0.004
C 3.168 0.894 -0.356  0.031
S 2.015 -0.234 -1.012  0.175
N 3.114 2.199 -0.717  0.010
C 3.222 3.272 0.273  0.001
C 2.418 2.585 -1.936  0.003
H 5.259 1.731 1.696  0.001
H 5.475 2.019 -0.053  0.000
H 6.188 0.587 0.712  0.001
H 4.767 -1.533 0.435  0.001
H 3.151 -1.257 1.120  0.001
H 4.581 -0.767 2.033  0.001
H 3.456 2.871 1.251  0.000
H 2.250 3.767 0.350  0.000
H 3.968 4.007 -0.032  0.000
H 2.668 1.913 -2.752  0.001
H 2.743 3.592 -2.195  0.000
H 1.334 2.580 -1.812  0.000

Summary:
- 2S+1 = 5
- HOMO energy (spin up / spin down) (eV) = -10.96 / -11.35
- ΔE to the lowest compared entry with this formula, charge and spin (kJ/mol) = 0.0
- net charge = +1
- gap between HOMO and LUMO (spin up / spin down) (eV) = 7.34 / 6.24
- LUMO level (spin up / spin down) (hartree) = -0.1332 / -0.1880


Record 2
The following is a quantum chemistry calculation of 3 unconnected molecules or ions with the total composition C18H45BIO8P2S at a distorted geometry, from the OMol25 dataset.

Last column: Löwdin charge in e.
Positions of all 76 atoms, in Å:
C -3.969 -3.890 -3.488  -0.201
C -2.480 -3.383 -4.015  -0.767
I -1.817 -4.427 -5.854  0.583
C -1.308 -3.456 -2.872  -0.294
B -0.614 -1.931 -2.828  -0.611
C 0.725 -1.875 -1.861  -0.231
C 1.862 -1.005 -2.726  -0.285
C 2.874 -2.119 -3.375  -0.579
S 3.885 -1.524 -4.834  0.532
H -4.030 -5.044 -3.285  0.069
H -4.235 -3.230 -2.530  0.091
H -4.720 -3.626 -4.378  0.065
H -2.624 -2.243 -4.338  0.080
H -1.669 -3.797 -1.810  0.072
H -0.481 -4.245 -3.215  0.068
H -0.383 -1.676 -3.976  0.038
H -1.394 -1.099 -2.483  0.038
H 0.469 -1.257 -0.878  0.077
H 1.113 -2.948 -1.572  0.090
H 2.374 -0.216 -2.027  0.088
H 1.363 -0.404 -3.620  0.095
H 2.209 -3.033 -3.759  0.090
H 3.615 -2.534 -2.557  0.086
H 3.214 -0.557 -5.598  -0.148
O -3.040 -2.774 3.235  -0.246
P -3.365 -1.592 2.290  0.727
O -4.708 -2.301 1.630  -0.233
C -5.865 -2.451 2.432  -0.308
C -6.519 -1.118 2.728  -0.092
O -2.285 -2.046 1.100  -0.212
C -1.177 -2.873 1.432  -0.292
C -1.528 -4.346 1.291  -0.070
O -3.728 -0.270 1.233  -0.189
C -3.920 1.010 1.807  -0.321
C -2.958 1.345 2.928  -0.091
H -5.622 -2.976 3.359  0.105
H -6.568 -3.076 1.873  0.119
H -5.896 -0.526 3.406  0.063
H -7.496 -1.253 3.204  0.077
H -6.657 -0.535 1.810  0.084
H -0.810 -2.640 2.434  0.100
H -0.367 -2.632 0.738  0.096
H -2.501 -4.591 1.732  0.069
H -0.764 -4.974 1.760  0.076
H -1.596 -4.625 0.235  0.059
H -4.951 1.100 2.154  0.089
H -3.796 1.744 1.002  0.126
H -3.035 0.628 3.754  0.064
H -3.169 2.342 3.328  0.081
H -1.920 1.316 2.571  0.084
O 4.360 2.095 1.369  -0.234
P 4.108 3.565 0.953  0.727
O 2.723 3.237 0.104  -0.229
C 1.560 2.859 0.815  -0.299
C 0.988 4.012 1.611  -0.087
O 5.158 3.539 -0.345  -0.224
C 6.213 2.586 -0.378  -0.308
C 5.773 1.301 -1.062  -0.072
O 3.826 5.207 0.488  -0.199
C 3.713 6.181 1.510  -0.325
C 4.693 6.007 2.652  -0.093
H 1.770 2.006 1.466  0.110
H 0.820 2.535 0.076  0.127
H 1.646 4.265 2.449  0.063
H 0.005 3.762 2.023  0.071
H 0.886 4.908 0.988  0.083
H 6.594 2.398 0.627  0.098
H 7.036 3.028 -0.947  0.111
H 4.788 0.962 -0.725  0.069
H 6.497 0.500 -0.885  0.078
H 5.689 1.451 -2.143  0.079
H 2.689 6.189 1.889  0.091
H 3.881 7.158 1.043  0.123
H 4.572 5.035 3.144  0.065
H 4.543 6.787 3.406  0.082
H 5.727 6.059 2.287  0.088

Summary:
- HOMO energy (eV) = -4.67
- net charge = -1
- gap between HOMO and LUMO (eV) = 4.54
- LUMO level (hartree) = -0.0046


Record 3
The following is a quantum chemistry calculation of C4H2Cl3PS in the gas phase at a distorted geometry, from the OMol25 dataset.

Last column: Löwdin charge in e.
Positions of all 11 atoms, in Å:
Cl 2.673 -1.994 -1.225  0.644
C 1.772 -0.601 -0.792  -0.673
C 0.483 -0.386 -0.556  -0.285
C 0.114 0.816 0.011  -0.413
S 1.411 1.894 0.260  0.959
C 2.632 0.854 -0.171  -0.815
P 4.327 1.025 -0.852  0.093
Cl 5.347 -0.103 0.453  0.173
Cl 4.759 2.891 -0.151  0.147
H -0.248 -1.068 -0.700  0.079
H -0.976 1.018 0.080  0.091

Summary:
- HOMO energy (eV) = -8.34
- ΔE to the lowest compared entry with this formula, charge and spin (kJ/mol) = 0.0
- SMILES = Clc1ccsc1P(Cl)Cl
- net charge = 0
- gap between HOMO and LUMO (eV) = 7.90
- LUMO level (hartree) = -0.0160


Record 4
The following is a quantum chemistry calculation of a gas-phase ion, C7H14N3O3 (charge -1) at a distorted geometry, from the OMol25 dataset.

Last column: Löwdin charge in e.
Positions of all 27 atoms, in Å:
C 1.454 1.942 -1.139  0.012
C 1.005 1.360 -0.024  -0.360
C 0.011 1.992 0.903  -0.083
C 1.549 -0.030 0.331  -0.096
N 0.715 -1.114 -0.227  -0.140
O 0.942 -1.378 -1.605  0.004
C -0.641 -0.990 0.006  -0.604
C -1.340 -2.277 -0.711  -0.037
C -0.825 -1.145 1.459  -0.045
N -1.071 0.282 -0.605  0.076
N -2.305 0.543 -0.517  -0.479
O -2.729 1.716 -0.854  -0.120
O -3.168 -0.329 -0.190  -0.104
H 2.152 1.506 -1.692  -0.009
H 1.334 3.058 -1.246  0.079
H -0.335 1.191 1.583  0.055
H -0.792 2.554 0.337  0.089
H 0.522 2.835 1.407  0.075
H 2.478 -0.196 -0.148  0.109
H 1.561 0.045 1.337  0.075
H 0.888 -0.611 -2.063  0.020
H -2.413 -2.595 -0.368  0.091
H -0.746 -3.239 -0.564  0.082
H -1.391 -1.824 -1.719  0.069
H -0.362 -0.397 2.082  0.048
H -0.411 -2.173 1.569  0.105
H -1.909 -1.043 1.609  0.088

Summary:
- HOMO energy (eV) = -4.31
- ΔE to the lowest compared entry with this formula, charge and spin (kJ/mol) = 78.6
- SMILES = C=C(C)CN(O)C(C)(C)N=[N+]([O-])[O-]
- net charge = -1
- gap between HOMO and LUMO (eV) = 7.88
- LUMO level (hartree) = 0.1314


DFT total energy values (in eV) by entry order: -63648.47528; -73961.05331; -61870.56397; -18092.61381.